{"formula": "C12H11N3O4", "method": "the ωB97M-V functional and the def2-TZVPD basis", "symbols": ["O", "O", "O", "N", "O", "C", "C", "C", "C", "C", "C", "C", "C", "C", "C", "N", "N", "C", "C", "H", "H", "H", "H", "H", "H", "H", "H", "H", "H", "H"], "coordinates": [[-1.79, 1.96, -4.62], [2.40, 0.03, 0.12], [-1.60, 3.76, -0.74], [-0.57, 1.28, 0.45], [2.23, -2.37, 3.72], [-1.14, 1.87, -3.60], [1.66, -0.02, 1.09], [-1.22, 2.85, -1.45], [-0.57, -0.39, 2.13], [0.15, 0.34, 1.23], [0.05, 0.67, -1.84], [1.45, -1.57, 2.88], [-0.22, 0.83, -3.22], [0.09, -1.38, 3.06], [-0.43, 1.65, -0.82], [-1.61, 2.84, -2.76], [2.21, -0.87, 1.99], [0.19, -0.20, -4.20], [-0.83, -2.25, 3.96], [1.68, -3.03, 4.09], [-1.62, -0.11, 2.30], [0.69, -0.10, -1.58], [-2.20, 3.61, -3.14], [3.20, -0.91, 1.93], [0.83, -0.97, -3.89], [0.67, 0.44, -5.00], [-0.72, -0.65, -4.61], [-0.56, -3.32, 3.90], [-1.78, -2.08, 3.65], [-0.65, -1.92, 4.95]], "mol_weight_g_mol": 261.24, "homo_ev": -7.924, "lumo_ha": -0.04646, "energy_ev": -25280.3169, "smiles": "CC1=C/C(=N\\c2cc(C)c(O)[nH]c2=O)C(=O)NC1=O", "gap_ev": 6.66, "charge": 0, "de_lowest_kcal_mol": 0.7}



{"formula": "C23H32ErNO4", "method": "the ωB97M-V functional and the def2-TZVPD basis", "symbols": ["O", "C", "C", "H", "H", "C", "H", "H", "C", "H", "H", "H", "C", "H", "H", "H", "Er", "C", "C", "C", "H", "C", "C", "H", "H", "H", "H", "C", "C", "C", "H", "C", "C", "H", "H", "H", "H", "O", "C", "C", "H", "H", "C", "H", "H", "C", "H", "H", "H", "H", "O", "C", "C", "C", "C", "O", "N", "H", "H", "H", "H"], "coordinates": [[-5.63, 1.90, -4.10], [-6.27, 0.86, -4.92], [-7.08, 1.84, -5.75], [-6.87, 0.21, -4.28], [-5.55, 0.29, -5.53], [-6.35, 2.90, -4.89], [-8.15, 1.79, -5.58], [-6.79, 1.87, -6.81], [-7.29, 3.73, -4.03], [-7.96, 3.08, -3.45], [-7.89, 4.36, -4.70], [-6.72, 4.37, -3.35], [-5.44, 3.78, -5.72], [-4.77, 3.19, -6.35], [-4.85, 4.45, -5.07], [-6.07, 4.41, -6.37], [-0.44, -0.15, 0.00], [2.08, 0.06, -0.73], [1.86, -1.34, -0.84], [0.92, -1.58, -1.89], [2.40, -2.11, -0.28], [0.57, -0.30, -2.45], [1.29, 0.71, -1.73], [1.29, 1.77, -1.97], [2.79, 0.53, -0.06], [0.60, -2.55, -2.26], [-0.03, -0.15, -3.34], [0.39, 1.17, 2.11], [0.45, 2.08, 1.01], [-0.88, 2.32, 0.55], [1.36, 2.55, 0.63], [-1.77, 1.57, 1.37], [-0.99, 0.88, 2.35], [-1.38, 0.29, 3.18], [1.23, 0.82, 2.70], [-1.16, 3.02, -0.24], [-2.86, 1.58, 1.31], [-2.26, 0.05, -1.41], [-2.47, 1.29, -2.15], [-3.26, 0.88, -3.36], [-1.49, 1.73, -2.41], [-3.01, 1.99, -1.51], [-4.06, -0.35, -2.89], [-2.58, 0.60, -4.18], [-3.87, 1.70, -3.71], [-3.11, -1.03, -1.93], [-4.40, -0.99, -3.71], [-4.95, -0.05, -2.32], [-2.46, -1.75, -2.45], [-3.60, -1.52, -1.08], [2.39, -2.09, 2.59], [1.25, -2.44, 2.38], [0.51, -3.63, 2.96], [-0.87, -3.61, 2.32], [-0.81, -2.39, 1.42], [-1.72, -1.93, 0.67], [0.38, -1.77, 1.50], [1.06, -4.55, 2.72], [0.46, -3.53, 4.05], [-1.05, -4.51, 1.72], [-1.68, -3.48, 3.05]], "mol_weight_g_mol": 553.77, "homo_ev": [-7.685, -7.737], "lumo_ha": [0.01390, 0.01390], "s_squared": 3.75, "energy_ev": -61672.6774, "multiplicity": 4, "gap_ev": [8.06, 8.11], "charge": 0, "de_lowest_kcal_mol": 1.5}



{"formula": "C5H7NO", "method": "the ωB97M-V functional and the def2-TZVPD basis", "symbols": ["C", "C", "N", "C", "C", "C", "O", "H", "H", "H", "H", "H", "H", "H"], "coordinates": [[0.08, 1.31, 1.28], [-0.14, 0.55, 0.01], [-1.23, 0.54, -0.97], [-0.96, -0.68, -0.22], [0.27, -1.48, -0.65], [1.04, -0.15, -0.62], [2.15, 0.21, -0.89], [0.98, 0.85, 1.72], [-0.73, 1.16, 2.00], [0.30, 2.37, 1.16], [-0.92, 0.51, -1.94], [-1.77, -1.04, 0.40], [0.30, -2.14, -1.52], [0.62, -2.03, 0.24]], "mol_weight_g_mol": 97.12, "homo_ev": -9.355, "lumo_ha": 0.03409, "energy_ev": -8833.8853, "smiles": "C[C@]12N[C@H]1CC2=O", "gap_ev": 10.28, "charge": 0, "de_lowest_kcal_mol": 53.4}